1.
Entry from OMol25: 2 unconnected molecules or ions with the total composition C3H6O3 (the ωB97M-V functional and the def2-TZVPD basis).

## Properties
gap between HOMO and LUMO: 10.04 eV
energy relative to the best compared isomer or geometry (same formula, charge and spin): 162.39 kJ/mol
structure (SMILES): C=CO.O=CO

Positions of all 12 atoms, in Å:
H1 0.19393 -0.32112 1.65338
H2 2.12174 -1.05353 1.98809
H3 -0.99527 1.36650 -3.57538
H4 0.43488 0.46858 -0.48813
C1 0.59099 -0.15982 2.66744
H5 -0.74996 -0.97674 -0.36445
C2 -0.89875 0.18595 -2.06479
O1 1.78867 -0.76057 2.84471
O2 -0.46132 1.26831 -2.77202
C3 -0.34298 -0.14216 -0.91231
O3 0.05469 0.47457 3.51412
H6 -1.73661 -0.34998 -2.49066



2.
Entry from OMol25: a molecular structure, C5H6O4Pd in a non-equilibrium geometry (the ωB97M-V functional and the def2-TZVPD basis).

## Properties
gap between HOMO and LUMO (spin up / spin down): 9.00 / 6.55 eV
charge: +2
multiplicity: 3
⟨S²⟩: 2.0176

Positions of all 16 atoms, in Å:
C1 1.89706 0.77477 -0.61820
O1 2.90745 0.16677 -0.67297
H1 1.26105 -1.65655 -0.27798
H2 0.08806 -0.85427 1.39960
C2 0.45355 -1.02445 0.09575
C3 -0.90699 -1.47319 -0.23891
O2 1.70651 2.09966 -0.84823
H3 -2.38293 -1.08061 1.91628
H4 2.48617 2.58247 -1.16426
H5 -1.01904 -2.53043 0.01707
O3 -1.81273 1.73996 0.37750
O4 0.65014 0.33041 -0.40579
C4 -1.78435 -0.59665 1.14514
C5 -1.97559 0.65761 0.84942
H6 -1.36292 -1.15631 -1.17989
Pd1 -0.20544 2.02079 -0.39453



3.
Entry from OMol25: C5H10N2 in the gas phase in a non-equilibrium geometry (the ωB97M-V functional and the def2-TZVPD basis).

## Properties
gap between HOMO and LUMO: 10.31 eV
energy relative to the best compared isomer or geometry (same formula, charge and spin): 298.39 kJ/mol
structure (SMILES): C[C@H]1N[C@H]1[C@H]1CN1

Positions of all 17 atoms, in Å:
H1 2.87618 -0.29707 1.57812
C1 -1.08782 -0.24197 -1.07110
C2 0.94558 -0.48895 0.48170
N1 -0.21893 0.88879 -1.46137
H2 -0.81951 1.62516 -1.21115
C3 2.18527 0.19378 0.89696
H3 2.64133 0.87451 0.18208
N2 0.89360 0.56469 1.48073
C4 -1.95105 -0.26498 0.18401
H4 0.74617 -1.48995 0.86782
H5 0.55872 1.40940 1.02093
H6 0.89341 -0.84672 -1.66590
H7 -1.56880 0.35377 1.00451
H8 -2.99694 0.00371 0.00206
C5 0.36752 -0.29172 -0.88524
H9 -1.53001 -0.68970 -1.94631
H10 -1.93469 -1.30274 0.54214